1.
{"formula": "C7H11N3O4", "method": "the ωB97M-V functional and the def2-TZVPD basis", "species": ["O", "C", "C", "C", "O", "N", "O", "O", "H", "H", "H", "H", "H", "C", "N", "C", "C", "C", "N", "H", "H", "H", "H", "H", "H"], "positions_angstrom": [[2.381, -2.269, 0.448], [2.083, -1.164, 0.786], [2.222, 0.061, -0.106], [1.946, -0.208, -1.596], [2.333, 0.859, -2.411], [1.360, 1.153, 0.418], [0.689, 1.769, -0.375], [1.431, 1.378, 1.600], [1.703, -0.915, 1.797], [3.257, 0.411, 0.016], [0.880, -0.444, -1.716], [2.540, -1.071, -1.902], [1.725, 1.596, -2.253], [-2.129, 1.443, 1.459], [-1.986, 0.233, 0.703], [-2.904, -0.356, -0.084], [-2.316, -1.478, -0.621], [-1.024, -1.476, -0.090], [-0.837, -0.435, 0.702], [-3.104, 1.463, 1.947], [-1.340, 1.469, 2.210], [-2.029, 2.317, 0.811], [-3.889, 0.049, -0.203], [-2.749, -2.192, -1.292], [-0.242, -2.193, -0.248]], "orbital_gap_ev": 9.68, "smiles": "O=C[C@@H](CO)[N+](=O)[O-].Cn1cccn1", "e_lumo_ev": 0.08, "de_lowest_kj_mol": 411.5, "homo_ev": -9.60, "max_force_ev_per_a": 1.1}

=====

2.
{"formula": "C7H11N4O2S2", "method": "the ωB97M-V functional and the def2-TZVPD basis", "species": ["C", "C", "C", "C", "C", "C", "C", "N", "N", "N", "N", "O", "O", "S", "S", "H", "H", "H", "H", "H", "H", "H", "H", "H", "H", "H"], "positions_angstrom": [[0.136, 0.408, 1.194], [-1.055, 0.417, 1.854], [-1.961, -1.344, -2.116], [-1.322, -0.142, -0.718], [1.525, 0.108, 1.626], [-0.685, -2.661, -0.359], [-0.285, 2.065, -0.540], [-1.769, 0.065, -1.987], [-1.234, -1.546, -0.979], [-1.089, 0.445, 3.288], [-0.121, 0.541, -0.278], [-0.049, 0.426, 3.893], [-2.234, 0.611, 3.726], [-2.725, -2.193, -3.241], [-2.551, 0.305, 1.024], [1.706, 0.317, 2.674], [2.335, 0.446, 0.985], [1.653, -1.125, 1.452], [0.463, -2.778, -0.297], [-1.086, -2.589, 0.670], [-0.990, -3.546, -0.889], [-1.193, 2.302, -0.088], [0.436, 2.593, -0.044], [-0.326, 2.167, -1.662], [-2.341, 0.793, -2.393], [0.593, 0.132, -0.867]], "orbital_gap_ev": 8.07, "e_lumo_ev": -4.71, "de_lowest_kj_mol": 0.0, "homo_ev": -12.77, "max_force_ev_per_a": 4.1, "total_charge": 1}

=====

3.
{"formula": "C7H11NO", "method": "the ωB97M-V functional and the def2-TZVPD basis", "species": ["C", "C", "C", "C", "N", "C", "C", "C", "O", "H", "H", "H", "H", "H", "H", "H", "H", "H", "H", "H"], "positions_angstrom": [[-0.443, -0.415, -2.118], [0.500, -0.055, -1.037], [1.233, -1.304, -0.526], [0.419, -1.152, 0.770], [0.582, -1.133, 2.323], [0.543, 0.156, 1.333], [-0.202, 0.851, 0.150], [-1.722, 1.153, -0.089], [-0.584, 2.074, -0.166], [-1.392, -0.841, -1.635], [-0.704, 0.652, -2.629], [0.176, -0.958, -2.874], [1.092, 0.761, -1.676], [2.293, -1.318, -0.058], [1.036, -2.092, -1.111], [-0.619, -1.582, 0.279], [-0.424, -1.293, 2.760], [1.681, 0.325, 1.275], [-2.207, 1.370, 0.817], [-2.304, 0.910, -0.974]], "orbital_gap_ev": 10.20, "smiles": "C[C@@H]1C[C@H]2N[C@@H]2[C@]12CO2", "e_lumo_ev": 0.86, "de_lowest_kj_mol": 809.6, "homo_ev": -9.33, "max_force_ev_per_a": 7.0}